1.
{
  "formula": "C42H36F12N7O4S2Ti",
  "method": "ωB97M-V with the def2-TZVPD basis set",
  "elements": ["Ti", "S", "S", "F", "F", "F", "F", "F", "F", "F", "F", "F", "F", "F", "F", "O", "O", "O", "O", "N", "N", "N", "N", "N", "N", "N", "C", "C", "C", "C", "C", "C", "C", "C", "C", "C", "C", "C", "C", "C", "C", "C", "C", "C", "C", "C", "C", "C", "C", "C", "C", "C", "C", "C", "C", "C", "C", "C", "C", "C", "C", "C", "C", "C", "C", "C", "C", "C", "H", "H", "H", "H", "H", "H", "H", "H", "H", "H", "H", "H", "H", "H", "H", "H", "H", "H", "H", "H", "H", "H", "H", "H", "H", "H", "H", "H", "H", "H", "H", "H", "H", "H", "H", "H"],
  "coordinates": [[-0.0168, -0.2807, 0.7167], [0.6393, 1.8945, -1.5053], [-0.9720, 2.1615, 3.3628], [-1.0324, -3.0829, 4.8955], [1.9637, 0.7454, 4.0873], [2.7778, 2.7216, 2.0507], [-3.4302, -2.9294, 3.7684], [-3.4626, -2.5123, 1.6425], [3.1325, 1.9029, 0.0746], [4.1020, 0.6785, 3.7628], [4.6753, 1.8306, 1.5692], [-3.4588, -0.8920, 3.0672], [0.5029, -1.7689, 4.1397], [2.9465, -1.1383, 3.6786], [-1.3543, -0.9451, 4.8782], [-0.8183, 1.9307, -2.4270], [-1.1039, -0.8692, 2.1158], [1.6544, 2.3678, -2.4430], [1.3551, 0.5804, 1.5693], [-1.6435, 1.2838, 0.5119], [0.6387, 0.2661, -1.3197], [-1.4060, 2.5815, 0.7295], [-1.7392, -1.2056, -0.4647], [0.9858, -1.9418, 0.9482], [0.6014, -1.8797, -2.1718], [-0.1588, 4.1311, 1.7497], [-0.9736, 3.3806, -4.3112], [-2.9238, -3.0038, -1.4984], [2.6888, 0.3671, 1.8273], [-0.5141, 5.7720, 3.5692], [0.6886, -2.7591, -3.1659], [-2.9500, -2.0964, 2.8177], [-3.8661, 1.9116, -0.2831], [2.9010, -2.6769, -0.4274], [5.1287, -1.8382, -0.1035], [2.9119, 0.1682, 3.3690], [1.0333, -0.1477, -3.7386], [-1.1384, 3.1596, -2.9532], [1.1209, -1.0722, -4.7507], [2.3553, -1.8333, 0.5483], [-2.8154, -0.4083, -0.6182], [-1.3370, -4.5139, 2.3456], [-1.4314, -7.0293, 2.2698], [-1.3869, -2.0414, 2.7424], [-1.8092, -2.4707, -0.8801], [-2.0148, 5.3767, -2.7045], [-0.7641, -3.2753, 2.0873], [-4.0161, -2.1777, -1.7031], [-3.9629, -0.8716, -1.2596], [0.4535, -3.1816, 1.3642], [-0.8310, 2.9507, 1.8842], [1.0711, -4.4113, 1.0851], [0.7551, -0.5814, -2.4198], [-1.6582, 4.1602, -2.1414], [-2.7293, 0.9561, -0.1057], [-1.3436, 4.5997, -4.8603], [6.6110, -1.8852, -0.3586], [3.3478, 1.7153, 1.3796], [4.5826, -0.9057, 0.7642], [-0.7596, -5.7156, 1.9662], [0.9421, -2.4271, -4.4782], [-1.8694, 5.6157, -4.0684], [-0.8172, -1.9523, 4.1897], [3.2208, -0.8373, 1.0428], [0.4871, -5.6331, 1.3664], [0.4596, 4.8582, 2.8325], [-2.2898, 6.9342, -4.6673], [4.2439, -2.6907, -0.7458], [1.1935, 0.8979, -3.9394], [-3.9700, 2.2223, -1.3269], [2.2319, -3.3228, -0.9711], [-2.9206, -4.0369, -1.8159], [-4.8024, 1.4513, 0.0379], [1.0256, -6.5386, 1.1067], [7.0529, -0.8915, -0.2827], [-3.3717, 6.9687, -4.8174], [-3.6722, 2.7928, 0.3231], [5.2471, -0.1863, 1.2186], [0.8806, 4.1340, 3.5306], [-2.2679, -4.5587, 2.8943], [-2.4152, 6.1586, -2.0678], [-1.7592, 3.9608, -1.0798], [-0.0118, 6.2924, 4.3883], [1.3335, -0.7389, -5.7596], [-0.5552, 2.5907, -4.9217], [4.6013, -3.3731, -1.5094], [1.2853, 5.4369, 2.4124], [0.5426, -3.8004, -2.8825], [-0.9267, -3.0692, -0.7223], [-1.2123, 4.7684, -5.9236], [-0.0579, 4.4658, 0.8058], [-1.3253, 5.1728, 3.9828], [-1.8151, 7.0966, -5.6350], [6.8263, -2.2815, -1.3514], [-2.4909, -6.9975, 2.0124], [7.1096, -2.5282, 0.3707], [-0.9376, 6.5174, 2.8924], [1.0041, -3.1846, -5.2471], [-0.9708, -7.8448, 1.7115], [2.0570, -4.4324, 0.6577], [-4.8030, -0.2098, -1.4064], [-1.3582, -7.2689, 3.3332], [-2.0232, 7.7650, -4.0130], [-4.9038, -2.5474, -2.2013]],
  "forces_ev_per_angstrom": [[-0.4, 0.0, 0.7], [0.0, -0.2, 0.0], [0.0, 0.0, 0.0], [0.0, 0.0, 0.0], [0.1, 0.0, 0.0], [0.0, 0.0, 0.0], [0.0, 0.1, 0.0], [0.0, 0.0, 0.1], [0.0, 0.0, 0.1], [-0.1, -0.1, 0.0], [0.0, 0.0, 0.0], [0.0, -0.1, 0.0], [-0.1, 0.0, 0.0], [0.0, 0.1, 0.0], [0.0, 0.0, 0.0], [0.1, 0.0, 0.0], [0.4, 0.0, -0.3], [0.0, 0.0, -0.1], [-0.1, 0.0, -0.2], [0.4, -0.3, 0.1], [-0.1, 0.1, 0.2], [-0.2, 0.3, -0.1], [-0.1, -0.1, -0.1], [0.0, -0.1, -0.1], [0.0, 0.0, 0.1], [-0.1, -0.1, 0.0], [0.0, 0.0, 0.0], [0.0, 0.0, 0.0], [0.0, 0.0, 0.0], [0.0, 0.0, 0.0], [0.0, -0.1, 0.0], [0.0, 0.0, 0.0], [0.1, 0.0, -0.1], [-0.2, -0.1, 0.0], [0.0, 0.0, 0.0], [0.0, -0.1, -0.1], [0.0, 0.2, 0.1], [-0.1, 0.1, 0.0], [0.0, -0.1, 0.0], [0.1, 0.0, -0.2], [0.1, -0.1, 0.0], [0.0, -0.1, 0.0], [0.1, 0.1, 0.0], [-0.1, 0.0, 0.0], [0.0, 0.1, 0.0], [0.0, 0.0, 0.0], [0.0, 0.2, 0.0], [0.0, 0.0, 0.0], [-0.1, 0.0, 0.0], [0.1, 0.0, 0.0], [0.2, 0.0, 0.1], [0.1, 0.0, 0.0], [0.1, 0.0, -0.3], [0.0, 0.1, 0.0], [-0.1, 0.1, 0.0], [0.0, 0.0, 0.0], [-0.1, 0.0, 0.0], [-0.1, 0.0, 0.0], [0.0, 0.0, 0.0], [0.1, 0.0, 0.0], [0.0, 0.0, 0.0], [0.0, 0.0, 0.0], [0.0, 0.0, 0.0], [0.0, 0.1, 0.1], [-0.1, 0.0, 0.1], [0.0, 0.0, 0.0], [0.0, -0.1, 0.0], [0.1, 0.0, 0.0], [0.0, 0.0, 0.0], [0.0, 0.0, 0.0], [0.0, 0.0, 0.0], [0.0, 0.0, 0.0], [0.0, 0.0, 0.0], [0.0, 0.0, 0.0], [0.0, 0.0, 0.0], [0.0, 0.0, 0.0], [0.0, 0.0, 0.0], [0.0, 0.0, 0.0], [0.0, 0.0, 0.0], [0.0, 0.0, 0.0], [0.0, 0.0, 0.0], [0.0, 0.0, 0.0], [0.0, 0.0, 0.0], [0.0, 0.0, 0.0], [0.0, 0.0, 0.0], [0.0, 0.0, 0.0], [0.0, 0.0, 0.0], [0.0, 0.0, 0.0], [0.0, 0.0, 0.0], [0.0, 0.0, 0.0], [0.0, 0.0, 0.0], [0.0, 0.0, 0.0], [0.0, 0.0, 0.0], [0.0, 0.0, 0.0], [0.0, 0.0, 0.0], [0.0, 0.0, 0.0], [0.0, 0.0, 0.0], [0.0, 0.0, 0.0], [0.0, 0.0, 0.0], [0.0, 0.0, 0.0], [0.0, 0.0, 0.0], [0.0, 0.0, 0.0], [0.0, 0.0, 0.0], [0.0, 0.0, 0.0]],
  "charge": -1,
  "mol_weight_g_mol": 1042.8,
  "e_homo_ev": -4.420,
  "gap_ev": 6.505
}

***

2.
{
  "formula": "C42H36F5IrN4PS",
  "method": "ωB97M-V with the def2-TZVPD basis set",
  "elements": ["Ir", "S", "P", "F", "F", "F", "F", "F", "N", "N", "N", "N", "C", "C", "C", "C", "C", "C", "C", "C", "C", "C", "C", "C", "C", "C", "C", "C", "C", "C", "C", "C", "C", "C", "C", "C", "C", "C", "C", "C", "C", "C", "C", "C", "C", "C", "C", "C", "C", "C", "C", "C", "C", "C", "H", "H", "H", "H", "H", "H", "H", "H", "H", "H", "H", "H", "H", "H", "H", "H", "H", "H", "H", "H", "H", "H", "H", "H", "H", "H", "H", "H", "H", "H", "H", "H", "H", "H", "H", "H"],
  "coordinates": [[-0.7404, 0.4772, 0.2656], [-3.1566, 0.8417, 1.0514], [2.1917, -0.2831, 0.2885], [-3.6964, -0.6691, 6.7013], [-1.4876, -1.4611, 5.2858], [-5.3710, 1.4697, 2.8480], [-1.2187, -0.7718, 2.7021], [-5.6466, 0.7868, 5.4588], [-0.9908, 2.8697, -0.2580], [-1.1034, -1.7719, 0.0159], [-2.3258, -2.4422, -1.8412], [-0.2069, 0.8650, -1.9421], [-1.5704, -2.7029, -0.7705], [6.0674, -1.0863, -0.7277], [6.4519, 0.0853, -1.3643], [1.9901, -3.9036, 2.1876], [2.2568, -1.5960, 1.5568], [-0.8539, 4.4874, -2.0414], [0.2786, 1.3603, -4.6370], [-1.2253, 5.4974, -1.1382], [-0.6249, 4.7459, -3.4230], [-3.2900, 0.3784, 2.7118], [0.3375, 2.1259, 2.8390], [2.9561, 1.9812, 1.8506], [-1.4106, -3.5008, -3.8712], [-4.4240, -1.1593, -1.7970], [-0.1179, 2.4114, -3.7964], [0.6111, 1.3032, 1.7568], [-3.5736, -0.3371, 5.4293], [-4.4231, 0.7600, 3.4515], [1.9396, 1.1885, 1.3222], [0.4417, 0.1007, -4.1074], [2.5704, -1.2762, 2.8780], [-0.7395, 3.1677, -1.5454], [-2.9240, -1.1412, -2.0805], [3.8707, -0.1798, -0.3906], [5.5397, 1.1198, -1.5333], [0.1847, -0.1043, -2.7533], [2.5918, -2.2683, 3.8415], [1.9779, -2.9185, 1.2148], [-2.3196, -0.3779, 3.3782], [-2.5711, -3.4363, -2.8761], [2.6465, 2.8275, 2.9004], [-2.4456, -0.7375, 4.7092], [-0.3463, 2.1147, -2.4304], [4.7773, -1.2309, -0.2547], [-1.3267, 3.8354, 0.5698], [4.2468, 0.9833, -1.0685], [-0.2884, 3.7434, -4.2682], [2.2753, -3.5753, 3.5052], [1.3551, 2.8817, 3.4074], [-4.5679, 0.4132, 4.7907], [-1.4504, 5.1715, 0.1780], [-1.2577, -4.1450, -0.4698], [-2.7432, -4.4178, -2.4377], [3.9731, 1.8850, 1.4972], [-3.4812, -3.1555, -3.4085], [4.4858, -2.1439, 0.2428], [-0.6558, 2.1787, 3.2666], [-0.1418, 3.9333, -5.3203], [2.8437, -2.0139, 4.8602], [1.7689, -3.1763, 0.1864], [-0.6000, -2.1757, 0.8021], [-2.7474, -0.8624, -3.1237], [-2.1762, -4.7234, -0.3888], [2.2587, -4.3379, 4.2665], [-1.3363, 6.5121, -1.4895], [6.7812, -1.8855, -0.5967], [-1.7318, 5.9229, 0.8998], [-2.4430, -0.4026, -1.4315], [-0.4770, -3.7742, -3.3839], [5.8407, 2.0306, -2.0276], [-0.6482, -4.5967, -1.2493], [0.4498, 1.5526, -5.6855], [1.1367, 3.5146, 4.2546], [-4.8493, -0.1838, -2.0118], [7.4581, 0.1934, -1.7356], [-1.2764, -2.5409, -4.3645], [-4.9323, -1.8973, -2.4111], [3.5252, 1.7790, -1.2089], [1.7746, -4.9288, 1.9253], [-0.7371, 5.7578, -3.7791], [-1.5155, 3.5568, 1.5958], [-1.6265, -4.2433, -4.6348], [3.4277, 3.4121, 3.3631], [0.2865, -1.0872, -2.3178], [2.8206, -0.2614, 3.1457], [-4.6115, -1.3885, -0.7523], [0.7552, -0.7236, -4.7267], [-0.7216, -4.2256, 0.4739]],
  "forces_ev_per_angstrom": [[-0.7, 0.8, -0.5], [1.7, 0.2, -1.3], [-1.1, 0.2, 0.3], [0.0, 0.0, 0.0], [-0.2, 0.1, 0.0], [-0.1, 0.0, 0.1], [0.0, -0.2, 0.3], [0.1, 0.0, 0.0], [0.6, -1.6, 0.7], [1.2, 1.7, 1.6], [0.2, 0.0, 0.4], [-0.2, -0.3, 0.6], [-0.3, 0.2, -0.7], [0.2, 0.1, -0.2], [-0.1, 0.0, 0.1], [-0.1, -0.1, 0.1], [0.0, 0.3, 0.0], [-0.1, -0.5, 0.4], [0.0, -0.2, 0.3], [0.0, -0.2, 0.3], [0.1, -0.3, -0.4], [0.3, -0.5, 1.1], [-0.9, -0.4, -0.3], [-0.5, -0.2, 0.3], [-0.3, 0.0, 0.1], [0.3, 0.0, 0.0], [0.0, -0.3, 0.6], [0.1, 0.0, -1.1], [0.1, 0.1, -0.5], [0.6, -0.2, 0.0], [0.2, -0.4, -0.3], [0.0, 0.3, -0.1], [0.1, -0.2, -0.2], [0.0, 0.4, -0.4], [-0.4, 0.3, 0.1], [-0.2, 0.1, -0.3], [0.1, 0.0, -0.1], [-0.1, -0.1, 0.0], [-0.1, 0.0, 0.1], [0.0, 0.2, 0.0], [-0.6, 0.3, -0.1], [0.2, -0.4, -0.5], [0.0, 0.3, 0.2], [-0.1, 0.1, 0.1], [0.0, 0.3, -0.6], [-0.3, 0.1, 0.2], [-0.1, -0.1, 0.4], [-0.2, -0.2, 0.1], [-0.1, 0.5, 0.1], [0.0, 0.0, -0.1], [0.3, -0.2, -0.1], [0.3, -0.2, -0.1], [0.0, 0.0, -0.4], [0.1, 0.1, 0.3], [-0.1, 0.1, 0.0], [0.0, -0.1, 0.0], [0.0, 0.0, 0.2], [0.0, -0.1, 0.1], [-0.1, 0.0, 0.0], [0.1, 0.1, -0.1], [0.0, 0.0, 0.1], [-0.1, 0.0, -0.2], [-0.1, 0.0, -0.2], [0.1, 0.1, 0.1], [0.0, 0.0, 0.0], [0.0, -0.1, 0.1], [0.0, 0.1, 0.0], [0.0, -0.1, 0.0], [0.0, 0.0, 0.1], [-0.1, -0.1, -0.3], [0.1, 0.0, 0.0], [0.0, 0.1, -0.1], [0.0, 0.0, -0.1], [0.0, 0.0, -0.1], [-0.1, 0.0, 0.1], [-0.1, 0.1, 0.0], [0.1, 0.0, 0.0], [0.0, 0.1, -0.1], [-0.1, 0.0, -0.1], [0.0, 0.1, 0.0], [0.0, -0.1, 0.0], [0.0, 0.1, -0.1], [0.0, -0.1, 0.0], [0.0, -0.1, -0.1], [0.0, 0.1, 0.0], [0.0, -0.1, 0.1], [0.0, 0.1, 0.1], [0.0, 0.0, 0.1], [0.0, -0.1, 0.0], [0.0, 0.0, 0.0]],
  "spin_multiplicity": 2,
  "charge": 2,
  "s_squared": 0.78,
  "mol_weight_g_mol": 947.0,
  "e_homo_ev": [-12.971, -12.991],
  "gap_ev": [5.669, 5.622]
}

***

3.
{
  "formula": "C42H37BN4O2SbSn",
  "method": "ωB97M-V with the def2-TZVPD basis set",
  "elements": ["Sb", "Sn", "O", "O", "N", "N", "N", "N", "C", "C", "C", "C", "C", "C", "C", "C", "C", "C", "C", "C", "C", "C", "C", "C", "C", "C", "C", "C", "C", "C", "C", "C", "C", "C", "C", "C", "C", "C", "C", "C", "C", "C", "C", "C", "C", "C", "C", "C", "C", "C", "B", "H", "H", "H", "H", "H", "H", "H", "H", "H", "H", "H", "H", "H", "H", "H", "H", "H", "H", "H", "H", "H", "H", "H", "H", "H", "H", "H", "H", "H", "H", "H", "H", "H", "H", "H", "H", "H"],
  "coordinates": [[-1.2623, 0.6019, 1.2614], [0.5484, 0.0355, -1.1316], [2.0677, 2.1091, 0.6536], [3.2532, 0.2308, 1.1472], [2.4385, 0.2371, -2.9070], [-1.9594, -1.5333, -2.8697], [0.8229, -2.0737, -2.9179], [0.7360, -2.1762, -0.1216], [-0.1821, 0.8959, 5.5012], [-1.7088, 3.3246, 0.0144], [5.1672, 2.5391, 3.2921], [0.9731, -2.2374, 1.1958], [3.7784, 1.2894, 1.8551], [4.4558, 3.6912, 2.9746], [3.3811, 3.6630, 2.0914], [4.3031, -0.8832, -3.8516], [-4.7993, -2.6470, 2.3579], [-3.2612, -1.2609, -2.7817], [-2.0928, -1.2408, -5.2230], [3.0123, -0.8818, -3.3328], [-2.8159, -0.7633, 1.8242], [4.9983, 0.3100, -3.9217], [-2.3864, 4.4065, -0.5278], [-3.8219, -0.4797, 2.7430], [4.3871, 1.4782, -3.4851], [-2.8100, -2.0003, 1.1819], [0.3249, -3.2823, -2.2844], [3.0583, 2.4385, 1.5496], [0.6412, -3.3223, -0.8126], [3.1048, 1.3901, -2.9832], [0.1162, -1.7872, -4.1705], [-3.8011, 2.2240, 0.4534], [1.0774, -3.4237, 1.8899], [2.2629, -2.1864, -3.1680], [4.8418, 1.3089, 2.7303], [-4.0490, -0.9702, -3.8797], [-0.6683, 1.3349, 3.1822], [-0.7222, 0.4914, 4.2880], [-2.4128, 2.2363, 0.5260], [-4.8104, -1.4181, 3.0041], [0.7801, -4.5552, -0.1847], [0.4333, 2.1348, 5.6078], [-1.3740, -1.5073, -4.0631], [-3.7728, 4.3961, -0.5826], [-4.4778, 3.3029, -0.0995], [-3.4456, -0.9665, -5.1285], [0.9820, -4.6114, 1.1816], [0.4989, 2.9733, 4.5041], [-3.7950, -2.9412, 1.4473], [-0.0509, 2.5760, 3.2943], [2.2000, 0.7380, 0.4001], [-4.3036, 5.2396, -1.0043], [1.2511, -3.4126, 2.9561], [-1.8348, 5.2572, -0.9070], [0.8650, 2.4430, 6.5510], [-0.7606, -3.2867, -2.3813], [4.7520, 4.6348, 3.4131], [0.7095, -4.1917, -2.7647], [2.5719, 2.2613, -2.6148], [5.4009, 0.4110, 2.9558], [2.7140, -2.6966, -2.3111], [5.9935, 2.6032, 3.9870], [2.8370, 4.5628, 1.8363], [-3.7799, -3.8991, 0.9425], [4.8979, 2.4295, -3.5229], [-5.5718, -3.3754, 2.5665], [0.0020, 3.2395, 2.4385], [4.7526, -1.8117, -4.1800], [0.2420, -2.6220, -4.8760], [0.9877, 3.9358, 4.5847], [6.0098, 0.3301, -4.3050], [-4.0239, -0.7619, -6.0197], [1.0755, -5.5638, 1.6859], [-2.0329, -2.2261, 0.4576], [-3.8356, 0.4742, 3.2585], [-5.1019, -0.7567, -3.7618], [-5.5951, -1.1899, 3.7140], [-3.6783, -1.2769, -1.7796], [2.4455, -2.8157, -4.0507], [-0.2358, 0.2402, 6.3610], [0.7275, -5.4630, -0.7711], [-5.5594, 3.2947, -0.1465], [-0.6224, 3.3231, 0.0334], [-1.5968, -1.2307, -6.1858], [-1.1974, -0.4807, 4.2055], [-4.3611, 1.3747, 0.8272], [1.0914, -1.2871, 1.7002], [0.5997, -0.9150, -4.6166]],
  "forces_ev_per_angstrom": [[-0.7, 0.1, 0.8], [-0.1, -0.1, -0.5], [-0.1, 0.2, -0.1], [0.0, -0.3, -0.1], [0.0, -0.3, 0.1], [0.2, 0.1, 0.2], [0.1, 0.3, -0.1], [0.1, -0.1, -0.3], [0.0, 0.0, 0.0], [0.0, 0.0, 0.0], [0.0, 0.1, 0.0], [0.0, 0.0, 0.1], [-0.1, 0.5, 0.0], [0.1, 0.0, 0.0], [-0.1, 0.0, -0.1], [0.0, 0.0, -0.1], [0.0, 0.0, 0.0], [0.0, 0.0, 0.0], [0.0, 0.1, -0.1], [0.0, 0.1, -0.1], [0.3, 0.1, -0.2], [0.0, 0.0, 0.0], [0.0, 0.0, 0.0], [0.1, 0.1, 0.1], [0.0, 0.0, 0.0], [0.0, 0.0, -0.1], [-0.1, 0.1, 0.1], [0.3, -0.3, 0.2], [0.0, -0.1, 0.2], [0.0, 0.1, 0.0], [0.0, 0.1, 0.0], [0.0, -0.1, 0.0], [0.0, 0.0, 0.0], [0.0, -0.1, 0.1], [0.0, -0.2, -0.1], [0.0, 0.0, 0.0], [0.0, -0.2, -0.2], [0.0, 0.0, 0.0], [0.2, -0.1, 0.0], [0.0, 0.0, 0.0], [0.0, 0.0, 0.0], [0.0, 0.0, 0.0], [-0.1, 0.0, 0.2], [0.0, 0.0, 0.0], [0.0, 0.0, 0.0], [0.0, -0.1, 0.0], [0.0, 0.0, 0.0], [0.0, 0.0, 0.0], [0.0, 0.0, 0.0], [0.0, 0.0, 0.0], [-0.2, 0.1, -0.1], [0.0, 0.0, 0.0], [0.0, 0.0, 0.0], [0.0, 0.0, 0.0], [0.0, 0.0, 0.0], [0.1, 0.0, 0.0], [0.0, 0.0, 0.0], [0.0, 0.0, 0.0], [0.1, 0.0, 0.0], [0.0, 0.0, 0.0], [0.0, -0.1, 0.0], [0.0, 0.0, 0.0], [0.0, 0.0, 0.0], [0.0, 0.0, 0.0], [0.0, 0.0, 0.0], [0.0, 0.0, 0.0], [0.0, 0.0, 0.0], [0.0, 0.0, 0.0], [0.1, 0.0, 0.0], [0.0, 0.0, 0.0], [0.0, 0.0, 0.0], [0.0, 0.0, 0.0], [0.0, 0.0, 0.0], [0.0, 0.0, 0.0], [0.0, 0.0, 0.0], [0.0, 0.0, 0.0], [0.0, 0.0, 0.0], [0.0, 0.0, 0.0], [0.1, 0.0, 0.0], [0.0, 0.0, 0.0], [0.0, 0.0, 0.0], [0.0, 0.0, 0.0], [0.0, 0.1, 0.0], [0.0, 0.0, 0.0], [0.0, 0.0, 0.0], [0.0, 0.0, 0.0], [0.0, 0.0, 0.0], [0.0, 0.0, 0.0]],
  "charge": 1,
  "mol_weight_g_mol": 881.1,
  "e_homo_ev": -9.639,
  "gap_ev": 7.428
}